1.
{"formula": "C6H13N2", "method": "wB97M-V/def2-TZVPD", "relative_energy_kj_mol": 176.3, "multiplicity": 1, "homo_energy_ev": [-12.0, -12.0], "lumo_energy_ha": [-0.142, -0.142], "homo_lumo_gap_ev": [8.13, 8.13], "charge": 1, "symbols": ["C", "C", "C", "C", "C", "C", "N", "N", "H", "H", "H", "H", "H", "H", "H", "H", "H", "H", "H", "H", "H"], "xyz": [[1.54, 0.19, 0.13], [0.27, 0.86, 0.60], [0.33, -1.86, 0.05], [-0.97, 0.23, 0.01], [-2.13, -0.01, 0.91], [-1.22, 0.47, -1.43], [1.49, -1.09, -0.14], [2.66, 0.89, 0.05], [0.24, 0.77, 1.69], [0.32, 1.92, 0.34], [0.09, -2.13, 1.06], [0.10, -2.57, -0.73], [-2.85, -0.69, 0.45], [-2.65, 0.94, 1.07], [-1.83, -0.39, 1.88], [-0.30, 0.47, -2.00], [-1.70, 1.45, -1.56], [-1.91, -0.26, -1.84], [2.30, -1.53, -0.58], [2.68, 1.88, 0.24], [3.54, 0.46, -0.19]]}

=====

2.
{"formula": "C18H23NO3", "method": "wB97M-V/def2-TZVPD", "relative_energy_kj_mol": 113.7, "multiplicity": 1, "homo_energy_ev": -8.4, "lumo_energy_ha": 0.013, "homo_lumo_gap_ev": 8.80, "symbols": ["C", "C", "C", "C", "C", "C", "C", "C", "O", "C", "C", "C", "C", "O", "O", "C", "C", "C", "N", "C", "C", "C", "H", "H", "H", "H", "H", "H", "H", "H", "H", "H", "H", "H", "H", "H", "H", "H", "H", "H", "H", "H", "H", "H", "H"], "xyz": [[-6.32, -0.37, 1.38], [-4.84, -0.18, 1.70], [-4.02, 0.26, 0.49], [-3.92, -0.81, -0.59], [-3.01, -0.38, -1.76], [-1.59, -0.20, -1.31], [-1.05, 1.06, -1.11], [0.25, 1.24, -0.67], [0.73, 2.50, -0.51], [1.07, 0.13, -0.39], [2.43, 0.19, 0.09], [3.12, -0.97, 0.26], [2.51, -2.27, 0.00], [3.07, -3.33, 0.13], [1.21, -2.28, -0.40], [0.51, -1.14, -0.61], [-0.80, -1.30, -1.06], [4.55, -1.01, 0.72], [5.25, 0.25, 0.56], [5.68, 0.48, -0.81], [4.44, 1.32, 1.10], [3.09, 1.50, 0.39], [-6.47, -1.19, 0.68], [-6.87, -0.60, 2.29], [-6.74, 0.53, 0.95], [-4.75, 0.58, 2.48], [-4.43, -1.11, 2.09], [-3.01, 0.52, 0.83], [-4.47, 1.16, 0.06], [-3.52, -1.73, -0.15], [-4.91, -1.03, -0.99], [-3.39, 0.56, -2.17], [-3.05, -1.14, -2.53], [-1.66, 1.94, -1.32], [0.05, 3.14, -0.75], [-1.16, -2.31, -1.20], [5.08, -1.80, 0.19], [4.57, -1.28, 1.79], [4.86, 0.45, -1.54], [6.17, 1.45, -0.86], [6.40, -0.29, -1.07], [5.01, 2.25, 1.04], [4.27, 1.09, 2.15], [2.43, 2.10, 1.01], [3.22, 2.04, -0.55]]}

=====

3.
{"formula": "C4H7NO2S", "method": "wB97M-V/def2-TZVPD", "relative_energy_kj_mol": 463.7, "multiplicity": 1, "homo_energy_ev": -9.0, "lumo_energy_ha": -0.028, "homo_lumo_gap_ev": 8.27, "symbols": ["C", "C", "C", "C", "N", "O", "O", "S", "H", "H", "H", "H", "H", "H", "H"], "xyz": [[0.79, -0.54, -1.10], [1.98, -0.94, -0.29], [0.41, 0.36, 1.53], [-1.32, 0.72, -0.89], [-0.16, 0.09, -0.48], [0.76, -0.84, -2.28], [2.94, 1.13, 1.21], [2.12, -0.07, 1.41], [1.83, -1.94, -0.07], [2.91, -0.66, -0.88], [0.24, 1.38, 1.96], [-0.30, -0.32, 1.98], [-2.01, 0.63, -0.16], [-1.26, 1.75, -1.25], [-1.67, 0.10, -1.67]]}

=====

4.
{"formula": "C21H25Cl34NO4", "method": "wB97M-V/def2-TZVPD", "multiplicity": 1, "homo_energy_ev": -9.8, "lumo_energy_ha": -0.003, "homo_lumo_gap_ev": 9.68, "symbols": ["C", "C", "C", "C", "C", "O", "N", "C", "Cl", "C", "O", "C", "O", "C", "C", "O", "H", "H", "H", "H", "H", "H", "H", "H", "H", "H", "H", "H", "H", "H", "Cl", "C", "Cl", "Cl", "H", "Cl", "C", "Cl", "Cl", "H", "Cl", "C", "Cl", "Cl", "H", "Cl", "C", "Cl", "Cl", "H", "Cl", "C", "Cl", "Cl", "H", "Cl", "C", "Cl", "Cl", "H", "Cl", "C", "Cl", "Cl", "H", "Cl", "C", "Cl", "Cl", "H", "Cl", "C", "Cl", "Cl", "H", "Cl", "C", "Cl", "Cl", "H", "Cl", "C", "Cl", "Cl", "H"], "xyz": [[0.91, -1.93, 2.94], [1.71, -1.87, 1.75], [2.35, -1.65, 0.22], [3.43, -2.77, -0.26], [3.94, -1.99, -1.65], [4.29, -2.60, -2.78], [3.94, -0.52, -1.25], [2.96, -0.17, -0.13], [4.14, 0.48, 1.19], [1.96, 1.04, -0.61], [0.67, 1.09, 0.09], [-0.36, 0.27, -0.59], [-1.66, 0.95, -0.77], [-2.67, -0.13, -1.02], [-4.19, 0.45, -1.23], [-4.72, 0.28, -2.61], [-0.02, -1.91, 3.69], [1.43, -1.87, -0.49], [2.87, -3.79, -0.45], [4.45, -2.85, 0.35], [4.08, 0.19, -2.00], [2.52, 2.06, -0.35], [1.88, 1.01, -1.79], [-0.52, -0.68, 0.12], [0.00, -0.10, -1.66], [-2.31, -0.70, -1.98], [-2.68, -0.87, -0.11], [-4.89, -0.18, -0.50], [-4.33, 1.57, -0.90], [-4.68, -0.69, -2.89], [3.30, 3.08, 5.00], [4.28, 1.61, 5.08], [4.57, 1.15, 6.77], [3.49, 0.29, 4.20], [5.24, 1.81, 4.61], [3.23, -0.59, -7.09], [4.38, -1.83, -6.56], [4.66, -3.01, -7.85], [5.90, -1.09, -6.05], [3.94, -2.36, -5.70], [-4.92, -0.21, 1.78], [-5.43, 1.39, 2.34], [-6.02, 2.37, 0.99], [-6.67, 1.25, 3.60], [-4.56, 1.90, 2.78], [-6.45, 4.06, 8.00], [-6.40, 3.82, 6.25], [-7.25, 5.12, 5.41], [-4.72, 3.71, 5.69], [-6.90, 2.87, 6.02], [-7.37, 2.36, -5.36], [-5.75, 2.78, -4.78], [-4.74, 3.35, -6.12], [-5.84, 4.01, -3.51], [-5.29, 1.88, -4.36], [0.33, -3.43, -3.03], [1.31, -4.91, -2.94], [1.60, -5.37, -1.26], [0.52, -6.23, -3.82], [2.28, -4.71, -3.42], [-1.42, -4.44, 2.44], [-2.40, -3.96, 3.84], [-1.37, -3.29, 5.12], [-3.64, -2.79, 3.36], [-2.90, -4.85, 4.23], [1.04, 5.29, 2.92], [0.58, 3.80, 2.08], [1.40, 2.40, 2.79], [-1.18, 3.57, 2.13], [0.88, 3.89, 1.03], [5.67, -4.76, -9.96], [6.82, -6.00, -9.43], [7.11, -7.18, -10.72], [8.35, -5.25, -8.91], [6.39, -6.52, -8.57], [2.52, 0.21, 11.25], [1.93, 1.08, 9.83], [0.38, 0.42, 9.29], [1.78, 2.81, 10.17], [2.66, 0.96, 9.02], [-0.36, 6.14, -2.48], [-2.04, 5.56, -2.53], [-2.61, 5.46, -4.20], [-2.17, 3.98, -1.74], [-2.66, 6.27, -1.99]]}

=====

5.
{"formula": "C26H41BCl4N3O6S", "method": "wB97M-V/def2-TZVPD", "relative_energy_kj_mol": 1527.1, "multiplicity": 1, "homo_energy_ev": -1.4, "lumo_energy_ha": 0.011, "homo_lumo_gap_ev": 1.73, "charge": -1, "symbols": ["C", "C", "C", "C", "Cl", "C", "C", "Cl", "C", "C", "Cl", "C", "C", "C", "N", "C", "S", "N", "N", "C", "C", "C", "C", "C", "B", "C", "O", "C", "C", "C", "C", "Cl", "O", "C", "C", "C", "O", "H", "H", "H", "H", "H", "H", "H", "H", "H", "H", "H", "H", "H", "H", "H", "H", "H", "H", "H", "H", "H", "H", "H", "H", "H", "H", "H", "H", "H", "H", "H", "H", "H", "H", "H", "H", "H", "H", "H", "H", "H", "C", "O", "O", "O"], "xyz": [[-4.72, -0.74, -0.62], [-3.56, -0.03, -0.21], [-2.06, 0.66, 0.15], [-2.44, 2.25, 0.04], [-4.07, 2.80, -0.77], [-1.68, 3.43, 0.52], [-0.22, 3.25, 1.21], [-2.30, 5.21, 0.35], [-1.77, 0.08, 1.66], [-2.68, 0.76, 2.84], [-1.82, 1.75, 4.13], [-3.49, -0.44, 3.69], [-4.81, 0.33, 4.35], [-0.20, -0.21, 2.05], [-0.21, -1.01, 3.32], [-0.46, -2.33, 3.22], [-1.15, -3.92, 3.09], [0.72, -0.59, 0.94], [1.82, -1.37, 1.23], [3.10, -0.80, 0.57], [4.36, -1.86, 0.58], [4.38, -2.90, 1.84], [4.95, -2.09, 3.19], [0.04, -1.05, -0.37], [-0.57, -2.57, -0.33], [0.42, -3.91, -0.48], [-2.04, -2.90, -0.20], [-0.97, 0.11, -1.00], [-1.65, -0.46, -2.37], [-2.34, 0.69, -3.34], [-3.79, 0.20, -4.00], [-4.87, 1.68, -4.41], [-0.30, 1.35, -1.40], [0.81, 1.28, -2.28], [1.11, 2.84, -2.82], [2.59, 2.80, -3.53], [0.13, 3.03, -3.95], [-5.86, -1.09, -0.68], [0.42, 2.34, 0.88], [-0.21, 3.30, 2.40], [0.42, 4.21, 0.89], [-2.23, -1.02, 1.61], [-3.57, 1.45, 2.44], [-2.82, -0.93, 4.52], [-3.95, -1.25, 2.94], [-5.44, -0.36, 5.05], [-5.53, 0.62, 3.44], [-4.52, 1.34, 4.90], [0.21, 0.84, 2.44], [1.17, 0.32, 0.60], [2.10, -1.35, 2.24], [3.42, 0.13, 1.26], [2.93, -0.47, -0.54], [4.34, -2.43, -0.46], [5.38, -1.24, 0.63], [5.18, -3.75, 1.62], [3.33, -3.40, 2.05], [4.71, -2.69, 4.17], [6.13, -1.97, 3.05], [4.50, -1.01, 3.19], [0.96, -1.18, -1.13], [-0.22, -4.74, -1.04], [1.36, -3.59, -1.12], [0.75, -4.36, 0.55], [-2.30, -3.45, -1.01], [-2.41, -1.33, -2.29], [-0.75, -0.91, -3.02], [-1.63, 0.85, -4.28], [-2.44, 1.75, -2.84], [-3.53, -0.29, -5.05], [-4.34, -0.62, -3.38], [1.79, 1.01, -1.65], [0.75, 0.64, -3.25], [0.99, 3.64, -1.98], [2.61, 3.33, -4.61], [3.39, 3.24, -2.79], [2.82, 1.66, -3.76], [0.31, 2.28, -4.62], [5.39, 1.33, -2.09], [5.53, 2.33, -2.78], [4.40, 0.59, -2.10], [6.22, 0.91, -1.29]]}

=====

6.
{"formula": "C15H21InN3O11", "method": "wB97M-V/def2-TZVPD", "multiplicity": 1, "homo_energy_ev": -4.7, "lumo_energy_ha": -0.130, "homo_lumo_gap_ev": 1.20, "charge": -1, "symbols": ["In", "N", "O", "O", "O", "N", "O", "O", "O", "C", "C", "C", "O", "C", "C", "C", "O", "O", "O", "H", "H", "C", "C", "C", "C", "C", "C", "N", "O", "C", "C", "C", "H", "H", "H", "H", "H", "H", "H", "H", "H", "H", "H", "H", "H", "H", "H", "H", "H", "H", "H"], "xyz": [[7.69, 4.89, -5.17], [12.17, 3.60, -1.53], [13.06, 4.35, -1.96], [11.29, 3.28, -2.37], [12.25, 3.00, -0.48], [13.27, 6.73, -7.17], [13.70, 6.99, -8.27], [13.85, 7.10, -6.14], [12.23, 6.14, -6.99], [4.17, -1.47, -6.63], [2.82, -1.86, -6.62], [1.70, -0.86, -6.65], [0.42, -1.12, -6.66], [2.07, 0.48, -6.61], [3.41, 0.97, -6.54], [4.53, -0.09, -6.50], [5.69, 0.31, -6.34], [3.62, 2.13, -6.46], [2.57, -3.10, -6.79], [5.03, -2.12, -6.64], [1.26, 1.18, -6.48], [7.31, 4.11, -10.91], [6.34, 5.25, -11.37], [4.84, 4.85, -11.43], [3.80, 5.95, -11.58], [4.02, 7.01, -10.51], [5.45, 7.59, -10.42], [6.38, 6.41, -10.41], [7.68, 6.86, -10.21], [5.70, 8.68, -11.50], [5.55, 8.30, -9.03], [6.84, 5.67, -12.82], [6.84, 3.52, -10.13], [8.22, 4.43, -10.40], [7.52, 3.59, -11.84], [4.80, 4.05, -12.16], [4.51, 4.34, -10.52], [2.81, 5.52, -11.45], [3.87, 6.46, -12.54], [3.61, 6.67, -9.56], [3.43, 7.91, -10.68], [5.15, 9.59, -11.25], [6.70, 9.13, -11.53], [5.43, 8.24, -12.45], [4.86, 9.12, -8.80], [5.27, 7.49, -8.36], [6.57, 8.57, -8.75], [7.90, 5.93, -12.73], [6.34, 6.58, -13.14], [6.66, 4.86, -13.53], [7.82, 7.44, -10.96]]}

=====

Number 1: largest force on an atom 3.54 eV/A, molecular weight 113.184 g/mol, E -345.62888 Eh. Number 2: largest force on an atom 0.86 eV/A, molecular weight 301.386 g/mol, E -980.19437 Eh. Number 3: largest force on an atom 6.65 eV/A, molecular weight 133.172 g/mol, E -759.89993 Eh. Number 4: largest force on an atom 10.29 eV/A, molecular weight 1560.836 g/mol, E -16817.01088 Eh. Number 5: largest force on an atom 9.60 eV/A, molecular weight 676.320 g/mol, E -3894.07390 Eh. Number 6: largest force on an atom 5.43 eV/A, molecular weight 534.161 g/mol, E -1765.65696 Eh.